No. 1
# C14H23N5O2

The molecule C14H23N5O2 in a non-equilibrium geometry (the ωB97M-V functional and the def2-TZVPD basis, OMol25).

The energy above the lowest of the compared OMol25 structures with the same formula, charge and spin is 3.5 kcal/mol. The SMILES is CCCCCCn1c(NCC)nc2c1c(=O)[nH]c(=O)n2C. Its highest occupied orbital energy is -7.719 eV. The calculation puts the LUMO energy at 0.0204 Ha. The multiplicity is 1. The value obtained for the HOMO-LUMO gap is 0.3041 Ha. Its maximum force is 1.4 eV/A.

Each line ends with the Löwdin charge.
Atoms and positions in Å:
C -4.8316 -2.5162 0.7241  -0.109
C -4.0028 -1.2500 0.9054  -0.272
C -3.6858 -0.5671 -0.4280  -0.217
C -2.6065 -1.2812 -1.2548  -0.200
C -1.2285 -0.6250 -1.1717  -0.173
C -0.6069 -0.7188 0.2240  -0.129
N 0.7185 -0.1549 0.2463  0.039
C 1.0853 1.1514 0.2369  -0.333
N 0.1916 2.1647 0.2480  0.063
C 0.6227 3.5286 0.4714  -0.249
C -0.2854 4.4945 -0.2762  -0.089
N 2.4013 1.3241 0.1646  0.200
C 2.9084 0.0740 0.1076  -0.220
C 1.9010 -0.8778 0.1496  -0.074
C 2.1675 -2.2740 0.1280  -0.412
O 1.3862 -3.2061 0.1796  0.057
N 3.5470 -2.4914 0.0357  0.205
C 4.5883 -1.5861 -0.0142  -0.477
O 5.7412 -1.9508 -0.0881  0.070
N 4.2267 -0.2571 0.0267  0.006
C 5.2361 0.7764 -0.0130  -0.008
H -4.3055 -3.2420 0.1094  0.066
H -5.7797 -2.2849 0.2432  0.073
H -5.0390 -2.9745 1.6882  0.070
H -3.0781 -1.5002 1.4276  0.094
H -4.5621 -0.5527 1.5344  0.105
H -4.6110 -0.5168 -1.0056  0.107
H -3.3727 0.4636 -0.2437  0.101
H -2.9035 -1.2903 -2.3049  0.110
H -2.5191 -2.3192 -0.9331  0.108
H -0.5568 -1.1266 -1.8717  0.121
H -1.2986 0.4239 -1.4716  0.109
H -1.2269 -0.1998 0.9620  0.119
H -0.5105 -1.7682 0.5115  0.127
H -0.7461 1.9382 0.5439  0.131
H 1.6476 3.5920 0.1050  0.107
H 0.6230 3.7672 1.5437  0.118
H -0.2813 4.2692 -1.3392  0.074
H -1.3075 4.4234 0.0905  0.068
H 0.0610 5.5139 -0.1339  0.071
H 3.8367 -3.4626 0.0112  0.167
H 5.0733 1.4162 -0.8800  0.094
H 6.2067 0.2889 -0.0781  0.088
H 5.1758 1.3842 0.8897  0.094

Forces on atoms 1 to 6 (eV/Å):
C 0.15 0.15 0.12
C -0.18 0.06 -0.16
C 0.06 -0.18 0.12
C 0.02 0.30 -0.06
C -0.08 -0.22 0.14
C -0.47 -0.04 -0.32

No. 2
# C46H45F8NO2S

A cluster of 8 separate species, C46H45F8NO2S in total (the ωB97M-V functional and the def2-TZVPD basis, OMol25).

The SMILES is CC(C)CNS(=O)(=O)F.Fc1ccccc1.Fc1ccccc1.Fc1ccccc1.Fc1ccccc1.Fc1ccccc1.Fc1ccccc1.Fc1ccccc1. Its highest occupied orbital energy is -9.231 eV. The calculation puts the LUMO energy at 0.0184 Ha. The multiplicity is 1. The value obtained for the HOMO-LUMO gap is 0.3576 Ha. Its maximum force is 0.9 eV/A.

Each line ends with the Löwdin charge.
Atoms and positions in Å:
C 3.2257 -1.8744 -0.6061  -0.081
C 2.8397 -1.3781 -2.0061  -0.407
C 4.0943 -1.2100 -2.8677  -0.075
C 2.1970 0.0003 -1.8529  -0.196
N 0.8006 -0.0989 -1.3509  -0.121
S -0.3316 -0.0595 -2.5104  0.559
O -0.3218 -1.2682 -3.2467  -0.231
O -0.3943 1.1781 -3.2044  -0.244
F -1.5644 -0.0975 -1.5411  -0.158
H 3.3555 -2.9573 -0.5753  0.082
H 2.4608 -1.5994 0.1193  0.059
H 4.1831 -1.4330 -0.3223  0.079
H 2.1552 -2.0720 -2.4940  0.130
H 4.5850 -2.1736 -3.0174  0.087
H 4.8054 -0.5471 -2.3657  0.080
H 3.8634 -0.8002 -3.8518  0.053
H 2.7455 0.5725 -1.1037  0.135
H 2.2371 0.5564 -2.7935  0.119
H 0.5789 0.5563 -0.6114  0.111
F 3.7876 -2.3457 2.2063  0.029
C 3.5320 -1.4602 3.1950  -0.278
C 4.5725 -1.0367 3.9957  -0.014
C 4.3009 -0.1164 4.9982  -0.078
C 3.0097 0.3577 5.1858  -0.096
C 1.9819 -0.0896 4.3673  -0.078
C 2.2387 -1.0070 3.3583  -0.017
H 5.5696 -1.4230 3.8331  0.113
H 5.1040 0.2324 5.6335  0.106
H 2.8047 1.0756 5.9681  0.099
H 0.9744 0.2767 4.5125  0.106
H 1.4552 -1.3667 2.7044  0.115
F -0.6565 3.2276 1.8606  0.037
C -1.8865 2.6897 2.0428  -0.276
C -2.5568 2.9452 3.2216  -0.015
C -3.8128 2.3800 3.3991  -0.078
C -4.3683 1.5727 2.4149  -0.084
C -3.6678 1.3307 1.2415  -0.067
C -2.4174 1.8981 1.0474  -0.012
H -2.1003 3.5687 3.9792  0.109
H -4.3574 2.5715 4.3141  0.105
H -5.3455 1.1324 2.5606  0.103
H -4.0920 0.7028 0.4738  0.084
H -1.8621 1.7302 0.1352  0.097
F 4.1671 -0.0077 -5.7974  0.041
C 4.9206 1.0419 -6.1937  -0.279
C 5.7642 1.6360 -5.2776  -0.015
C 6.5362 2.7120 -5.6919  -0.082
C 6.4503 3.1759 -6.9973  -0.097
C 5.5904 2.5593 -7.8958  -0.082
C 4.8165 1.4786 -7.4980  -0.015
H 5.8109 1.2597 -4.2647  0.110
H 7.2076 3.1886 -4.9902  0.105
H 7.0527 4.0166 -7.3136  0.101
H 5.5187 2.9205 -8.9130  0.105
H 4.1430 0.9789 -8.1807  0.118
F 8.0516 -5.7919 5.1027  0.052
C 6.9395 -5.8279 4.3389  -0.289
C 6.0894 -6.9089 4.4516  -0.020
C 4.9464 -6.9361 3.6649  -0.084
C 4.6754 -5.8989 2.7831  -0.091
C 5.5492 -4.8245 2.6875  -0.086
C 6.6928 -4.7818 3.4728  -0.017
H 6.3240 -7.7076 5.1419  0.116
H 4.2651 -7.7729 3.7434  0.104
H 3.7832 -5.9260 2.1719  0.102
H 5.3439 -4.0195 1.9997  0.088
H 7.3870 -3.9535 3.4212  0.115
F 2.2303 3.6085 4.4119  0.052
C 1.5354 4.6695 4.8732  -0.280
C 1.8616 5.1893 6.1097  -0.019
C 1.1444 6.2804 6.5796  -0.086
C 0.1191 6.8264 5.8198  -0.097
C -0.1886 6.2808 4.5806  -0.082
C 0.5243 5.1940 4.0931  -0.021
H 2.6607 4.7440 6.6867  0.116
H 1.3892 6.7046 7.5443  0.104
H -0.4382 7.6752 6.1927  0.100
H -0.9894 6.7015 3.9864  0.107
H 0.3036 4.7589 3.1293  0.097
F -6.0641 0.0199 -0.3913  0.040
C -6.0453 -1.1649 -1.0464  -0.294
C -7.0349 -2.0874 -0.7791  -0.039
C -7.0128 -3.2967 -1.4597  -0.086
C -6.0088 -3.5635 -2.3809  -0.088
C -5.0239 -2.6165 -2.6268  -0.069
C -5.0379 -1.4003 -1.9588  -0.008
H -7.8047 -1.8594 -0.0536  0.122
H -7.7840 -4.0313 -1.2687  0.107
H -5.9947 -4.5082 -2.9072  0.103
H -4.2383 -2.8214 -3.3416  0.109
H -4.2851 -0.6452 -2.1412  0.111
F -11.1437 -2.0711 -5.1603  0.053
C -10.5517 -1.0064 -4.5800  -0.286
C -10.7795 0.2496 -5.1050  -0.019
C -10.1689 1.3402 -4.5019  -0.084
C -9.3447 1.1623 -3.3992  -0.090
C -9.1321 -0.1132 -2.8940  -0.073
C -9.7402 -1.2119 -3.4829  -0.009
H -11.4210 0.3628 -5.9683  0.116
H -10.3391 2.3328 -4.8973  0.104
H -8.8681 2.0151 -2.9349  0.102
H -8.4883 -0.2569 -2.0387  0.080
H -9.5899 -2.2135 -3.1027  0.111

Forces on atoms 1 to 6 (eV/Å):
C -0.14 -0.25 -0.43
C 0.69 0.41 0.33
C -0.18 -0.26 -0.08
C -0.21 -0.30 -0.14
N 0.16 0.05 0.11
S 0.12 0.01 -0.21

No. 3
# C14H17CoF6N7O4S2Se

A structure of composition C14H17CoF6N7O4S2Se (the ωB97M-V functional and the def2-TZVPD basis, OMol25).

Its highest occupied orbital energy (spin up / spin down) is -12.481 / -12.705 eV. The calculation puts the LUMO energy (spin up / spin down) at -0.0864 / -0.2067 Ha. The charge is +1. The multiplicity is 5. The value obtained for the HOMO-LUMO gap (spin up / spin down) is 0.3722 / 0.2602 Ha. Its maximum force is 0.6 eV/A.

Each line ends with the Mulliken spin population.
Atoms and positions in Å:
Co 0.1962 0.0452 -0.9244  2.725
F 5.2988 2.7250 -1.3344  0.001
C 4.4574 1.8412 -1.8381  0.002
F 4.0739 2.2154 -3.0453  0.000
F 5.0335 0.6472 -1.9079  -0.001
S 3.0180 1.7016 -0.7076  0.010
O 2.2257 0.5935 -1.2865  0.030
O 3.5375 1.5097 0.6073  0.000
N 2.3241 3.0986 -0.9420  0.003
S 0.7662 3.2270 -1.0006  0.002
O 0.1081 2.1104 -0.3071  0.032
O 0.3342 4.5476 -0.7097  0.002
C 0.3103 2.9438 -2.7699  0.006
F -0.8139 3.5811 -3.0353  0.000
F 1.2715 3.3369 -3.5755  0.001
F 0.0990 1.6206 -2.9831  0.005
C 0.3989 -0.8751 4.4148  0.001
C 0.7561 0.3146 3.5120  -0.001
C 2.1879 0.7926 3.7773  0.000
C -0.2423 1.4675 3.6904  0.000
C 0.6449 -0.1485 2.1054  0.008
N 0.5406 -0.5353 1.0310  0.042
H 0.4331 -0.5332 5.4500  0.000
H 1.1125 -1.6906 4.2971  0.000
H -0.6040 -1.2497 4.2082  0.000
H 2.2294 1.1523 4.8059  0.000
H 2.4726 1.6022 3.1087  0.000
H 2.9056 -0.0199 3.6605  0.000
H -0.1475 1.8389 4.7107  0.000
H -1.2680 1.1312 3.5350  0.000
H -0.0311 2.2854 3.0011  0.000
N -4.6961 0.7697 -2.8698  0.001
C -4.9940 0.7576 -1.5643  0.001
N -6.2268 1.0779 -1.1770  0.002
N -4.1239 0.4380 -0.6189  0.006
C -2.9046 0.1502 -0.9054  0.016
N -1.7931 -0.1343 -1.0904  0.039
H -5.3648 1.0395 -3.5694  0.000
H -3.7656 0.5381 -3.1724  0.000
H -6.9547 1.3148 -1.8261  0.000
H -6.4302 1.0683 -0.1921  0.000
Se 1.0433 -1.8302 -2.4770  0.949
C 0.5779 -3.4185 -1.6187  -0.044
C -0.3611 -3.4693 -0.5885  0.054
C -0.6370 -4.7060 -0.0301  -0.039
N -0.0480 -5.8460 -0.4099  0.099
C 0.8508 -5.7717 -1.3957  -0.040
C 1.1942 -4.5925 -2.0398  0.075
H -0.8680 -2.5824 -0.2372  0.016
H -1.3675 -4.7884 0.7666  -0.001
H 1.3192 -6.7033 -1.6907  -0.001
H 1.9206 -4.5889 -2.8412  0.000

Forces on atoms 1 to 6 (eV/Å):
Co 0.27 0.00 0.00
F 0.08 0.01 -0.06
C 0.11 -0.05 0.08
F -0.08 0.01 -0.12
F 0.07 0.00 0.01
S -0.43 0.00 0.13

What did the first record say?
# C14H23N5O2

The molecule C14H23N5O2 in a non-equilibrium geometry (the ωB97M-V functional and the def2-TZVPD basis, OMol25).

The energy above the lowest of the compared OMol25 structures with the same formula, charge and spin is 3.5 kcal/mol. The SMILES is CCCCCCn1c(NCC)nc2c1c(=O)[nH]c(=O)n2C. Its highest occupied orbital energy is -7.719 eV. The calculation puts the LUMO energy at 0.0204 Ha. The multiplicity is 1. The value obtained for the HOMO-LUMO gap is 0.3041 Ha. Its maximum force is 1.4 eV/A.

Each line ends with the Löwdin charge.
Atoms and positions in Å:
C -4.8316 -2.5162 0.7241  -0.109
C -4.0028 -1.2500 0.9054  -0.272
C -3.6858 -0.5671 -0.4280  -0.217
C -2.6065 -1.2812 -1.2548  -0.200
C -1.2285 -0.6250 -1.1717  -0.173
C -0.6069 -0.7188 0.2240  -0.129
N 0.7185 -0.1549 0.2463  0.039
C 1.0853 1.1514 0.2369  -0.333
N 0.1916 2.1647 0.2480  0.063
C 0.6227 3.5286 0.4714  -0.249
C -0.2854 4.4945 -0.2762  -0.089
N 2.4013 1.3241 0.1646  0.200
C 2.9084 0.0740 0.1076  -0.220
C 1.9010 -0.8778 0.1496  -0.074
C 2.1675 -2.2740 0.1280  -0.412
O 1.3862 -3.2061 0.1796  0.057
N 3.5470 -2.4914 0.0357  0.205
C 4.5883 -1.5861 -0.0142  -0.477
O 5.7412 -1.9508 -0.0881  0.070
N 4.2267 -0.2571 0.0267  0.006
C 5.2361 0.7764 -0.0130  -0.008
H -4.3055 -3.2420 0.1094  0.066
H -5.7797 -2.2849 0.2432  0.073
H -5.0390 -2.9745 1.6882  0.070
H -3.0781 -1.5002 1.4276  0.094
H -4.5621 -0.5527 1.5344  0.105
H -4.6110 -0.5168 -1.0056  0.107
H -3.3727 0.4636 -0.2437  0.101
H -2.9035 -1.2903 -2.3049  0.110
H -2.5191 -2.3192 -0.9331  0.108
H -0.5568 -1.1266 -1.8717  0.121
H -1.2986 0.4239 -1.4716  0.109
H -1.2269 -0.1998 0.9620  0.119
H -0.5105 -1.7682 0.5115  0.127
H -0.7461 1.9382 0.5439  0.131
H 1.6476 3.5920 0.1050  0.107
H 0.6230 3.7672 1.5437  0.118
H -0.2813 4.2692 -1.3392  0.074
H -1.3075 4.4234 0.0905  0.068
H 0.0610 5.5139 -0.1339  0.071
H 3.8367 -3.4626 0.0112  0.167
H 5.0733 1.4162 -0.8800  0.094
H 6.2067 0.2889 -0.0781  0.088
H 5.1758 1.3842 0.8897  0.094

Forces on atoms 1 to 6 (eV/Å):
C 0.15 0.15 0.12
C -0.18 0.06 -0.16
C 0.06 -0.18 0.12
C 0.02 0.30 -0.06
C -0.08 -0.22 0.14
C -0.47 -0.04 -0.32

> Which of these has the lowest maximum force?

C14H17CoF6N7O4S2Se

Repeat the first record exactly.
# C14H23N5O2

The molecule C14H23N5O2 in a non-equilibrium geometry (the ωB97M-V functional and the def2-TZVPD basis, OMol25).

The energy above the lowest of the compared OMol25 structures with the same formula, charge and spin is 3.5 kcal/mol. The SMILES is CCCCCCn1c(NCC)nc2c1c(=O)[nH]c(=O)n2C. Its highest occupied orbital energy is -7.719 eV. The calculation puts the LUMO energy at 0.0204 Ha. The multiplicity is 1. The value obtained for the HOMO-LUMO gap is 0.3041 Ha. Its maximum force is 1.4 eV/A.

Each line ends with the Löwdin charge.
Atoms and positions in Å:
C -4.8316 -2.5162 0.7241  -0.109
C -4.0028 -1.2500 0.9054  -0.272
C -3.6858 -0.5671 -0.4280  -0.217
C -2.6065 -1.2812 -1.2548  -0.200
C -1.2285 -0.6250 -1.1717  -0.173
C -0.6069 -0.7188 0.2240  -0.129
N 0.7185 -0.1549 0.2463  0.039
C 1.0853 1.1514 0.2369  -0.333
N 0.1916 2.1647 0.2480  0.063
C 0.6227 3.5286 0.4714  -0.249
C -0.2854 4.4945 -0.2762  -0.089
N 2.4013 1.3241 0.1646  0.200
C 2.9084 0.0740 0.1076  -0.220
C 1.9010 -0.8778 0.1496  -0.074
C 2.1675 -2.2740 0.1280  -0.412
O 1.3862 -3.2061 0.1796  0.057
N 3.5470 -2.4914 0.0357  0.205
C 4.5883 -1.5861 -0.0142  -0.477
O 5.7412 -1.9508 -0.0881  0.070
N 4.2267 -0.2571 0.0267  0.006
C 5.2361 0.7764 -0.0130  -0.008
H -4.3055 -3.2420 0.1094  0.066
H -5.7797 -2.2849 0.2432  0.073
H -5.0390 -2.9745 1.6882  0.070
H -3.0781 -1.5002 1.4276  0.094
H -4.5621 -0.5527 1.5344  0.105
H -4.6110 -0.5168 -1.0056  0.107
H -3.3727 0.4636 -0.2437  0.101
H -2.9035 -1.2903 -2.3049  0.110
H -2.5191 -2.3192 -0.9331  0.108
H -0.5568 -1.1266 -1.8717  0.121
H -1.2986 0.4239 -1.4716  0.109
H -1.2269 -0.1998 0.9620  0.119
H -0.5105 -1.7682 0.5115  0.127
H -0.7461 1.9382 0.5439  0.131
H 1.6476 3.5920 0.1050  0.107
H 0.6230 3.7672 1.5437  0.118
H -0.2813 4.2692 -1.3392  0.074
H -1.3075 4.4234 0.0905  0.068
H 0.0610 5.5139 -0.1339  0.071
H 3.8367 -3.4626 0.0112  0.167
H 5.0733 1.4162 -0.8800  0.094
H 6.2067 0.2889 -0.0781  0.088
H 5.1758 1.3842 0.8897  0.094

Forces on atoms 1 to 6 (eV/Å):
C 0.15 0.15 0.12
C -0.18 0.06 -0.16
C 0.06 -0.18 0.12
C 0.02 0.30 -0.06
C -0.08 -0.22 0.14
C -0.47 -0.04 -0.32

> The highest multiplicity belongs to which entry?

C14H17CoF6N7O4S2Se